6 unconnected molecules or ions with the total composition C14H31FO8 in a non-equilibrium geometry. Source: OMol25; level of theory: ωB97M-V/def2-TZVPD.

Each line ends with the Mulliken charge.
Positions of all 54 atoms, in Å:
O: -2.440 2.341 -3.959  -0.491
C: -2.491 3.027 -3.004  0.696
O: -1.439 3.694 -2.468  -0.318
C: -1.874 4.361 -1.281  -0.411
C: -3.384 4.300 -1.392  0.320
F: -3.840 5.446 -2.015  -0.307
O: -3.615 3.231 -2.238  -0.358
H: -1.468 3.804 -0.434  0.281
H: -1.525 5.390 -1.230  0.316
H: -3.920 4.232 -0.450  0.286
C: 1.087 -0.716 4.156  -0.666
C: 0.748 -0.744 2.650  -0.169
C: 1.798 -1.713 2.148  0.119
O: 1.929 -2.706 3.165  -0.465
C: 1.385 -2.190 4.400  -0.530
H: 0.247 -0.413 4.784  0.351
H: 1.946 -0.076 4.356  0.296
H: 0.825 0.265 2.243  0.278
H: -0.281 -1.086 2.539  0.084
H: 2.758 -1.186 2.069  -0.063
H: 1.524 -2.172 1.199  0.217
H: 2.096 -2.423 5.190  0.297
H: 0.449 -2.733 4.569  0.279
C: 2.955 0.161 -0.755  0.082
C: 4.463 0.112 -0.499  -0.546
C: 4.945 -0.686 -1.701  -0.503
O: 4.067 -0.399 -2.765  -0.430
C: 2.914 0.298 -2.268  -0.387
H: 2.479 1.019 -0.275  0.347
H: 2.405 -0.716 -0.413  -0.185
H: 4.721 -0.323 0.464  0.332
H: 4.818 1.145 -0.543  0.280
H: 4.919 -1.759 -1.460  0.261
H: 5.969 -0.471 -2.013  0.308
H: 2.022 -0.103 -2.748  0.213
H: 3.014 1.352 -2.561  0.248
C: -1.228 0.055 -1.374  -0.461
O: -1.255 -0.620 -0.120  -0.352
H: -2.176 -0.027 -1.907  0.362
H: -0.931 1.098 -1.225  0.085
H: -0.460 -0.413 -1.991  0.154
H: -2.160 -0.576 0.225  0.347
C: -0.913 -3.814 -0.249  -0.498
O: 0.105 -3.038 -0.854  -0.500
H: -1.878 -3.654 -0.737  0.201
H: -0.611 -4.857 -0.324  0.290
H: -1.021 -3.585 0.818  0.206
H: -0.030 -2.126 -0.572  0.134
C: -4.811 -0.021 -0.177  -0.407
O: -3.866 -0.441 0.824  -0.532
H: -5.804 0.067 0.261  0.320
H: -4.526 0.936 -0.620  0.059
H: -4.804 -0.771 -0.961  0.262
H: -3.834 0.223 1.520  0.268

As for the HOMO-LUMO gap: 0.336 Eh. The highest occupied orbital energy is -9.23 eV. The calculation puts the largest force on an atom at 1.22 eV/A. As for the LUMO energy: -0.0906 eV. The calculation puts the relative energy (zero: lowest compared OMol25 entry of this formula, charge and spin) at 0.00 kcal per mole.

---

A single C14H31O3P molecule in a non-equilibrium geometry. Source: OMol25; level of theory: ωB97M-V/def2-TZVPD.

Each line ends with the Mulliken charge.
Positions of all 49 atoms, in Å:
C: -4.632 -1.356 1.926  -1.324
C: -4.407 -1.045 0.452  -0.422
C: -3.903 0.382 0.256  -0.198
C: -3.633 0.698 -1.215  -0.622
O: -3.046 1.974 -1.394  -0.391
C: -1.671 2.002 -1.608  -0.640
P: -0.578 1.487 -0.167  0.959
O: -1.020 1.940 1.154  -0.835
C: 1.070 2.140 -0.675  -1.042
C: 2.026 2.119 0.511  -0.420
C: 3.357 2.794 0.189  -0.377
C: 4.301 2.764 1.385  -1.303
C: -0.393 -0.362 -0.296  -0.304
O: 0.606 -0.631 0.650  -0.290
C: 0.724 -1.985 1.035  -0.744
C: 1.339 -2.878 -0.046  -0.640
C: 2.724 -2.387 -0.462  0.057
C: 3.319 -3.238 -1.576  -1.390
H: -5.379 -0.686 2.345  0.316
H: -4.975 -2.380 2.057  0.385
H: -3.708 -1.225 2.486  0.319
H: -3.681 -1.752 0.038  0.289
H: -5.342 -1.180 -0.098  0.383
H: -2.988 0.539 0.829  -0.021
H: -4.642 1.091 0.629  0.489
H: -4.581 0.725 -1.766  0.382
H: -2.998 -0.076 -1.669  0.288
H: -1.434 3.054 -1.795  0.343
H: -1.392 1.417 -2.499  0.391
H: 1.465 1.570 -1.516  0.397
H: 0.911 3.173 -1.002  0.519
H: 1.543 2.629 1.347  0.377
H: 2.198 1.087 0.817  0.098
H: 3.177 3.831 -0.105  0.309
H: 3.827 2.286 -0.657  0.328
H: 3.855 3.279 2.232  0.314
H: 4.507 1.738 1.680  0.302
H: 5.243 3.250 1.143  0.408
H: -1.332 -0.865 -0.027  0.079
H: -0.099 -0.670 -1.310  0.367
H: -0.260 -2.377 1.330  0.301
H: 1.373 -1.967 1.915  0.439
H: 1.406 -3.894 0.348  0.479
H: 0.682 -2.905 -0.919  0.258
H: 3.385 -2.408 0.408  0.298
H: 2.649 -1.348 -0.791  0.034
H: 3.416 -4.273 -1.255  0.330
H: 2.685 -3.213 -2.460  0.339
H: 4.305 -2.871 -1.851  0.386

As for the HOMO-LUMO gap: 0.364 Eh. The highest occupied orbital energy is -9.24 eV. The calculation puts the largest force on an atom at 1.82 eV/A. As for the LUMO energy: 0.6823 eV. The calculation puts the relative energy (zero: lowest compared OMol25 entry of this formula, charge and spin) at 7.48 kcal per mole.

---

A molecular structure, C14H32B2EuNO2 in a non-equilibrium geometry. Source: OMol25; level of theory: ωB97M-V/def2-TZVPD.

Each line ends with the Mulliken charge.
Positions of all 52 atoms, in Å:
C: -0.780 1.043 4.366  -0.597
C: -2.044 -0.041 4.462  -0.574
C: -1.828 -1.382 3.542  -0.695
C: -1.593 -1.078 1.936  -0.033
C: -0.740 -2.314 1.271  -0.615
C: 0.887 -2.089 1.242  -0.381
B: 1.349 -0.864 0.210  -0.468
C: 1.686 -1.431 -1.297  -0.298
C: 1.258 -0.331 -2.472  -0.138
C: -0.359 -0.464 -2.715  -0.115
C: -1.255 0.772 -2.117  -0.356
N: -1.521 1.902 -3.087  -0.371
C: -2.240 1.446 -4.340  0.407
C: -1.306 1.400 -5.727  -0.735
O: -3.546 1.057 -4.360  -0.525
B: 2.536 0.102 0.857  0.690
O: 3.995 -0.141 0.746  -0.499
C: 2.022 1.434 1.714  0.234
C: 2.085 2.827 0.845  -0.937
H: -1.017 1.918 3.616  0.179
H: -0.584 1.519 5.419  0.358
H: 0.213 0.524 3.971  0.051
H: -3.033 0.542 4.224  0.272
H: -2.069 -0.387 5.597  0.324
H: -0.939 -2.013 3.990  0.270
H: -2.808 -2.041 3.637  0.312
H: -1.094 -0.016 1.796  -0.042
H: -2.670 -1.055 1.422  0.345
H: -0.970 -3.304 1.876  0.413
H: -1.083 -2.472 0.160  0.151
H: 1.387 -3.127 0.959  0.229
H: 1.239 -1.862 2.349  0.343
H: 0.389 -0.160 0.099  -0.459
H: 1.186 -2.494 -1.505  -0.014
H: 2.866 -1.556 -1.416  0.307
H: 1.610 0.763 -2.204  0.294
H: 1.797 -0.723 -3.461  -0.080
H: -0.521 -0.695 -3.851  0.339
H: -0.702 -1.445 -2.128  0.156
H: -0.618 1.247 -1.226  -0.076
H: -2.248 0.366 -1.598  0.320
H: -2.223 2.537 -2.600  0.337
H: -1.368 0.301 -6.146  0.243
H: -1.603 2.228 -6.502  0.330
H: -0.164 1.560 -5.419  0.206
H: 4.184 -1.053 0.358  0.282
H: 2.704 1.537 2.669  0.414
H: 0.897 1.218 1.992  -0.325
H: 1.989 3.729 1.616  0.379
H: 1.152 2.874 0.136  0.202
H: 3.115 2.891 0.256  0.276
Eu: 2.381 -3.198 -3.162  1.667

The multiplicity is 7. As for the HOMO-LUMO gap (spin up / spin down): 0.181 / 0.175 Eh. The highest occupied orbital energy (spin up / spin down) is -14.27 / -14.27 eV. The calculation puts the largest force on an atom at 9.04 eV/A. Its total charge is +2. As for the LUMO energy (spin up / spin down): -9.3378 / -9.5070 eV.

---

A molecular structure, C14H32BaNO6 in a non-equilibrium geometry. Source: OMol25; level of theory: ωB97M-V/def2-TZVPD.

Each line ends with the Mulliken charge.
Positions of all 54 atoms, in Å:
Ba: 5.294 0.967 5.397  1.845
O: 0.097 -0.158 2.802  -0.461
C: 1.251 -0.775 2.535  0.721
O: 1.208 -1.565 1.583  -0.698
O: 2.209 -0.715 3.269  -0.757
H: -0.266 -0.599 2.031  0.331
C: -0.633 -5.399 5.180  -0.966
C: -0.767 -5.522 3.664  -0.217
O: 0.443 -5.068 3.231  -0.489
H: -0.323 -4.373 5.381  0.220
H: 0.104 -6.060 5.636  0.280
H: -1.593 -5.534 5.677  0.343
H: -1.571 -4.891 3.285  0.316
H: -0.917 -6.563 3.378  0.208
H: 0.233 -4.336 2.648  0.302
C: 1.371 1.119 9.713  -0.875
C: 0.796 1.456 8.314  -0.298
O: 1.617 0.778 7.398  -0.508
H: 0.855 1.900 10.271  0.307
H: 2.432 1.363 9.781  0.264
H: 1.139 0.142 10.138  0.286
H: 1.064 2.498 8.139  0.199
H: -0.256 1.205 8.178  0.335
H: 1.157 0.073 6.937  0.311
C: -2.706 1.786 -4.241  -1.677
C: -1.678 0.676 -4.209  1.293
C: -1.387 0.306 -5.719  -1.080
C: -0.417 1.240 -6.501  -0.750
C: 0.914 1.270 -5.736  -1.424
C: 0.672 1.859 -4.317  1.529
N: -0.430 1.111 -3.575  0.304
O: -0.672 1.516 -2.310  -0.481
C: 2.040 1.746 -3.544  -1.624
C: 0.172 3.362 -4.438  -1.774
C: -2.120 -0.631 -3.469  -1.795
H: -3.602 1.361 -4.693  0.467
H: -2.478 2.651 -4.863  0.292
H: -2.892 2.131 -3.224  0.367
H: -0.879 -0.658 -5.747  0.332
H: -2.331 0.263 -6.262  0.474
H: -0.840 2.191 -6.824  0.385
H: -0.203 0.832 -7.489  0.389
H: 1.573 1.932 -6.299  0.491
H: 1.477 0.336 -5.723  0.438
H: 2.170 2.706 -3.045  0.357
H: 2.052 0.929 -2.822  0.365
H: 2.815 1.451 -4.251  0.417
H: -0.609 3.490 -5.187  0.363
H: 0.016 3.911 -3.510  0.308
H: 0.970 3.913 -4.937  0.491
H: -1.247 -1.284 -3.436  0.430
H: -2.974 -1.175 -3.872  0.349
H: -2.450 -0.341 -2.471  0.392
H: 0.100 1.176 -1.852  0.374

As for the HOMO-LUMO gap: 0.061 Eh. The highest occupied orbital energy is -8.46 eV. The calculation puts the largest force on an atom at 5.61 eV/A. Its total charge is +1. As for the LUMO energy: -6.8071 eV. The calculation puts the relative energy (zero: lowest compared OMol25 entry of this formula, charge and spin) at 181.59 kcal per mole.